Entry 1:
This record from OMol25 describes a 2-piece molecular cluster, C5H9N3S overall. The level of theory is ωB97M-V/def2-TZVPD.

As for the relative energy (zero: lowest compared OMol25 entry of this formula, charge and spin): 11.9 kcal per mole. Its multiplicity is 3. As for the expectation value of S²: 2.009. As for the LUMO energy (spin up / spin down): 0.47 / -1.84 eV. For the HOMO energy (spin up / spin down), the calculation gives -7.19 / -9.72 eV. The energy is -20630.413 eV. Its orbital gap (spin up / spin down) is 7.663 / 7.878 eV.

Element x y z (Å)
H  -0.8013  1.9944  -1.4727
C  -0.4618  0.4838  0.3612
H  -1.9644  -0.0906  -2.0047
C  -1.2595  -0.7264  -1.6092
H  1.6913  1.5652  -1.1170
C  1.6223  -0.8195  0.8098
N  2.8730  -0.8436  0.4433
N  0.8808  0.2069  0.3064
H  -2.1708  0.4709  1.6743
H  -2.0100  -1.3765  -1.2115
H  -0.6050  -0.1504  2.5150
H  -0.3086  -1.0172  -1.9276
H  1.3395  -1.5412  1.4392
C  -1.2192  -0.0934  1.5454
H  -1.5548  -1.1280  1.2567
N  2.9935  0.1279  -0.4154
C  1.8749  0.7780  -0.4574
S  -0.9203  2.1596  -0.1358



Entry 2:
This record from OMol25 describes an isolated ion of composition C5H9N4S and charge +1. The level of theory is ωB97M-V/def2-TZVPD.

As for the relative energy (zero: lowest compared OMol25 entry of this formula, charge and spin): 71.1 kcal per mole. The net charge is +1. As for the LUMO energy (spin up / spin down): -4.11 / -4.82 eV. For the HOMO energy (spin up / spin down), the calculation gives -10.94 / -10.19 eV. The energy is -22116.468 eV. Its orbital gap (spin up / spin down) is 6.826 / 5.379 eV.

Element x y z (Å)
H  -2.2866  -1.0417  0.1640
H  -1.4637  2.5880  0.6773
H  2.2454  -2.5440  -0.0360
C  0.8787  0.2845  0.2164
H  0.1188  -1.8423  0.2421
S  -4.6082  -0.8246  -0.1229
H  2.3866  1.6028  0.1875
C  -3.0093  -0.3427  0.1067
C  -1.3475  1.5156  0.4005
H  3.5891  -0.5307  1.1914
C  0.8639  -1.1026  0.0998
N  -0.1328  1.1523  0.3328
N  2.2000  0.6891  -0.0796
N  2.1374  -1.5417  0.0911
H  -5.0242  0.3049  -0.2724
H  3.9548  -0.4982  -0.6603
N  -2.6200  0.9248  0.2545
H  -3.3535  1.6011  0.2672
C  3.0695  -0.4740  0.0852



Entry 3:
This record from OMol25 describes one molecule with the formula C5H9N5. The level of theory is ωB97M-V/def2-TZVPD.

As for the relative energy (zero: lowest compared OMol25 entry of this formula, charge and spin): 23.2 kcal per mole. The structure (SMILES) is N[C@@H](c1nnn[nH]1)C1CC1. As for the LUMO energy: 0.80 eV. For the HOMO energy, the calculation gives -10.16 eV. The energy is -12778.506 eV. Its orbital gap is 10.966 eV.

Element x y z (Å)
N  -3.2244  0.6020  0.5254
H  0.8348  0.3413  1.1100
H  -2.1539  1.2493  -1.0687
N  -2.8946  0.0518  1.6036
C  0.3606  0.6557  0.2209
H  0.5205  -2.0057  0.8967
N  -1.5230  -0.0172  1.7165
H  2.7405  -1.0266  0.2640
N  -2.1145  0.9816  -0.1104
H  2.5722  -1.4078  -1.5735
H  0.5698  -2.7359  -0.8060
C  0.7599  -1.9686  -0.1909
C  2.0157  -1.2090  -0.5766
H  1.4261  2.3012  -0.3450
H  -0.0131  2.7322  0.3306
N  0.4498  2.0494  -0.2404
H  0.0676  -0.5911  -1.6772
C  0.6486  -0.5251  -0.7188
C  -1.0426  0.5225  0.6398